Record 1
{"formula": "C3H4BrN", "method": "ωB97M-V with the def2-TZVPD basis set", "species": ["C", "C", "C", "N", "Br", "H", "H", "H", "H"], "positions_angstrom": [[0.9082, -2.1865, -0.4337], [-0.8793, 0.9531, 0.4123], [0.1967, 0.3727, -0.4509], [1.2312, -3.2548, -0.1941], [1.9293, 0.8149, 0.0793], [-0.5530, 0.9481, 1.4286], [-1.9207, 0.3862, 0.4359], [-1.0569, 1.9804, 0.1494], [0.1445, -0.0141, -1.4268]], "atomic_forces_ev_per_a": [[-1.63, 3.42, -0.19], [-1.97, -2.58, -0.07], [1.21, -0.63, 1.70], [0.69, -1.95, 0.36], [-0.55, 0.22, -0.34], [0.36, 0.07, 0.69], [2.26, 1.03, -0.62], [0.00, 0.56, -0.50], [-0.37, -0.14, -1.03]], "nbo_charge": [-0.02, -0.74, 0.04, -0.53, 0.23, 0.25, 0.27, 0.27, 0.23], "de_lowest_kj_mol": 403.0, "gap_ev": [7.2501, 7.2474], "e_lumo_ev": [-2.472, -2.474], "total_charge": 0}

---

Record 2
{"formula": "C4H5LiO5Sm", "method": "ωB97M-V with the def2-TZVPD basis set", "species": ["O", "C", "O", "O", "C", "C", "Sm", "H", "H", "H", "H", "Li", "O", "C", "O", "H"], "positions_angstrom": [[-1.0304, 1.2111, -0.4536], [-0.3029, 0.4945, 0.3149], [-0.3030, 0.7208, 1.5409], [0.3972, -0.4669, -0.2491], [1.8484, -1.3916, 0.2896], [0.5465, -1.9582, 0.6663], [-2.1803, 2.6871, 1.4358], [2.4777, -1.1171, 1.1398], [1.6640, -2.7766, 0.1805], [0.4033, -1.9303, 1.7516], [-0.1218, -2.4919, -0.0138], [-1.2649, 0.9859, -2.3017], [2.6919, -1.2072, -0.9111], [3.9258, -1.2801, -0.8489], [4.7080, -0.8186, -1.7035], [5.6380, -0.7381, -1.4130]], "atomic_forces_ev_per_a": [[-1.60, 1.53, -1.07], [0.16, 0.44, 0.43], [-0.46, 0.30, 0.22], [-4.50, 4.86, -2.08], [1.77, -7.36, 4.20], [2.59, 1.43, -1.69], [1.08, -1.07, -0.09], [-0.24, -0.09, -0.25], [2.39, -0.17, 1.00], [-0.03, -0.30, -0.23], [0.24, -0.02, 0.27], [0.17, -0.15, 0.03], [-2.18, 0.52, -1.18], [0.69, 0.36, 0.68], [-0.46, 0.02, -0.13], [0.39, -0.31, -0.11]], "lowdin_spin": [-0.01, 0.00, -0.01, 0.00, 0.02, 0.00, 6.02, 0.01, 0.00, 0.00, 0.00, 0.00, 0.18, 0.59, 0.17, 0.02], "de_lowest_kj_mol": 565.7, "multiplicity": 8, "gap_ev": [7.2059, 5.9967], "e_lumo_ev": [-10.954, -12.155], "total_charge": 3}